3 unconnected molecules or ions with the total composition C23H47FIN3O15P2S at a distorted geometry. Source: OMol25; level of theory: the ωB97M-V functional and the def2-TZVPD basis.

Summary:
structure (SMILES) = CCO[C@@]1(CC(N)(N)N)[C@@](COC(C)=O)([C@H](C)F)OS(=O)(=O)[C@@H](I)[C@]1(P(CC)CC)P(=O)(O)O.COC(=O)OC.COC(=O)OC
E_LUMO = -0.6 eV

ORCA input file:
```
! wB97M-V def2-TZVPD RIJCOSX def2/J DEFGRID3
* xyz 0 1
C -0.342 4.113 -0.292
C 1.108 3.383 -0.732
O 1.026 2.048 -0.299
C 1.298 0.925 -1.204
C 1.180 -0.271 -0.025
C 0.064 -0.082 1.125
N -0.151 -1.510 1.693
N -1.295 0.397 0.788
N 0.526 0.694 2.377
C 0.255 0.726 -2.442
C -0.550 -0.751 -2.457
O 0.367 -1.859 -2.892
C -0.346 -3.147 -2.888
C -0.498 -3.959 -1.437
O -0.847 -3.635 -4.055
C -0.939 1.775 -2.735
C -2.324 1.694 -1.904
F -1.383 1.586 -4.179
O 0.880 0.625 -3.803
S 1.880 1.880 -4.223
O 2.463 1.496 -5.647
O 1.280 3.280 -4.458
C 3.282 1.815 -2.964
I 4.137 3.784 -2.668
C 2.926 0.893 -1.610
P 4.189 1.346 -0.336
C 4.085 2.802 0.793
C 3.044 2.688 2.099
C 4.926 -0.035 0.748
C 6.567 -0.275 0.514
P 3.551 -0.840 -2.248
O 5.167 -0.714 -2.331
O 3.157 -1.213 -3.898
O 3.289 -2.221 -1.299
H -0.875 3.386 0.455
H -0.149 5.120 0.317
H -0.982 4.423 -1.223
H 1.887 4.115 -0.215
H 1.202 3.616 -1.884
H 1.057 -1.350 -0.440
H 2.191 -0.353 0.611
H 0.786 -1.975 1.696
H -0.531 -1.381 2.664
H -1.422 1.381 1.110
H -2.022 -0.149 1.341
H -0.333 0.767 2.993
H 1.211 0.077 2.869
H -1.093 -0.978 -1.446
H -1.411 -0.774 -3.281
H -0.413 -5.127 -1.613
H -1.541 -3.654 -0.992
H 0.390 -3.576 -0.772
H -0.645 2.924 -2.769
H -2.304 2.209 -0.827
H -2.823 0.648 -1.777
H -3.120 2.349 -2.510
H 4.161 1.293 -3.590
H 3.950 3.885 0.354
H 5.148 2.875 1.344
H 3.520 3.253 3.023
H 3.021 1.553 2.378
H 2.002 3.176 1.899
H 4.368 -1.061 0.730
H 4.870 0.312 1.891
H 6.917 0.623 -0.168
H 6.731 -1.288 -0.090
H 7.163 -0.317 1.521
H 3.852 -0.834 -4.514
H 3.985 -2.925 -1.477
C -4.527 -5.096 -2.315
O -4.581 -4.889 -0.905
C -4.822 -6.013 -0.185
O -4.987 -7.134 -0.638
O -4.846 -5.673 1.129
C -5.092 -6.765 2.013
H -4.329 -4.132 -2.792
H -3.713 -5.781 -2.574
H -5.485 -5.474 -2.687
H -4.301 -7.517 1.927
H -6.073 -7.209 1.814
H -5.090 -6.379 3.036
C -2.909 0.550 5.431
O -2.640 1.726 4.670
C -3.580 2.698 4.793
O -4.590 2.636 5.477
O -3.201 3.749 4.023
C -4.103 4.854 4.055
H -2.095 -0.158 5.257
H -2.943 0.781 6.500
H -3.845 0.085 5.104
H -4.184 5.257 5.070
H -5.086 4.561 3.674
H -3.701 5.636 3.405
*
```

A molecular structure, C23H47FN3O12P3S at a distorted geometry. Source: OMol25; level of theory: the ωB97M-V functional and the def2-TZVPD basis.

Summary:
E_LUMO = -2.9 eV

ORCA input file:
```
! wB97M-V def2-TZVPD RIJCOSX def2/J DEFGRID3
* xyz 0 1
C 4.428 4.019 1.356
C 3.616 3.811 -0.022
C 3.913 5.006 -1.003
C 3.128 4.887 -2.392
C 1.609 4.668 -2.033
C 1.055 3.342 -2.152
C -0.388 3.068 -1.774
C -0.927 1.607 -1.930
N -1.185 1.086 -0.534
C -1.214 4.168 -1.269
C -2.695 3.907 -0.827
C -3.063 4.675 0.530
C -3.969 5.940 0.203
F -3.875 3.772 1.303
C -0.607 5.542 -1.186
N -1.164 6.730 -0.763
S -0.075 7.981 -0.816
N 1.281 7.165 -1.416
C 0.842 5.866 -1.557
H 5.528 3.833 1.247
H 3.938 3.307 2.088
H 4.169 5.058 1.704
H 3.843 2.802 -0.488
H 2.532 3.742 0.296
H 3.610 5.959 -0.474
H 5.031 5.039 -1.169
H 3.214 5.864 -2.957
H 3.538 4.020 -2.988
H 1.730 2.530 -2.513
H -0.112 0.953 -2.366
H -1.832 1.518 -2.587
H -0.417 0.453 -0.283
H -2.060 0.560 -0.598
H -2.850 2.812 -0.601
H -3.461 4.205 -1.591
H -2.156 4.929 1.137
H -3.749 6.772 0.926
H -3.638 6.293 -0.818
H -5.060 5.683 0.162
C 1.857 -0.279 4.015
O 2.227 -1.306 3.094
P 3.564 -0.944 2.097
O 2.783 0.134 1.370
O 3.361 -2.371 1.309
C 3.328 -3.577 2.079
O 4.927 -0.595 1.133
C 6.124 -1.317 1.453
H 1.097 -0.680 4.686
H 2.720 0.032 4.605
H 1.440 0.577 3.484
H 2.292 -3.858 2.273
H 3.856 -3.463 3.027
H 3.805 -4.371 1.503
H 6.076 -2.324 1.030
H 6.262 -1.377 2.534
H 6.973 -0.789 1.020
C -1.949 -3.823 -3.885
O -1.257 -3.664 -2.645
P -0.369 -5.025 -2.130
O -1.578 -5.892 -1.900
O 0.025 -4.238 -0.748
C 0.574 -2.921 -0.827
O 0.716 -6.276 -1.744
C 2.107 -5.972 -1.905
H -2.352 -2.854 -4.178
H -1.264 -4.170 -4.660
H -2.774 -4.528 -3.775
H -0.220 -2.186 -0.682
H 1.061 -2.747 -1.789
H 1.312 -2.800 -0.032
H 2.463 -5.391 -1.050
H 2.276 -5.412 -2.827
H 2.662 -6.908 -1.957
C -4.211 -5.542 -0.525
O -5.002 -4.812 0.421
P -4.157 -4.248 1.785
O -3.877 -5.615 2.349
O -5.553 -3.655 2.412
C -6.381 -2.828 1.597
O -3.250 -3.461 2.991
C -3.113 -2.043 2.845
H -4.817 -5.720 -1.413
H -3.332 -4.965 -0.807
H -3.907 -6.502 -0.109
H -7.172 -3.432 1.150
H -5.809 -2.338 0.807
H -6.838 -2.064 2.227
H -4.021 -1.543 3.192
H -2.923 -1.778 1.802
H -2.270 -1.711 3.449
*
```

A molecular structure, C23H47NO2S2Si2V at a distorted geometry. Source: OMol25; level of theory: the ωB97M-V functional and the def2-TZVPD basis.

Summary:
E_LUMO (spin up / spin down) = 0.3 / 0.2 eV

ORCA input file:
```
! wB97M-V def2-TZVPD RIJCOSX def2/J DEFGRID3
* xyz 0 4
O -0.323 -1.902 1.057
O -2.612 -0.773 -3.482
C 0.538 -2.741 0.077
C 1.029 -4.023 0.707
H 1.340 -2.054 -0.216
H -0.122 -2.916 -0.774
H 1.582 -3.857 1.639
H 1.701 -4.504 -0.008
H 0.201 -4.711 0.906
C -1.544 -2.681 1.508
C -2.330 -3.180 0.319
H -2.117 -1.968 2.109
H -1.186 -3.496 2.147
H -2.646 -2.348 -0.320
H -3.232 -3.683 0.677
H -1.750 -3.901 -0.263
C -3.673 0.173 -3.683
C -2.525 -1.826 -4.448
C -4.857 -0.067 -2.767
H -4.017 0.161 -4.731
H -3.215 1.146 -3.461
H -5.328 -1.035 -2.962
H -5.596 0.714 -2.950
H -4.565 -0.029 -1.714
C -3.776 -2.673 -4.591
H -1.678 -2.433 -4.108
H -2.278 -1.395 -5.432
H -4.114 -3.080 -3.634
H -3.542 -3.510 -5.252
H -4.604 -2.123 -5.046
H -0.663 0.515 -2.705
V 0.474 -0.875 2.443
C -0.190 1.514 -2.666
Si 0.846 1.918 -4.190
H -0.994 2.256 -2.553
H 0.434 1.551 -1.761
C 1.657 0.301 -4.724
C 2.173 3.210 -3.842
C -0.271 2.532 -5.582
C 2.344 -0.447 1.604
Si 3.565 0.655 2.495
H 1.806 0.019 0.741
H 2.832 -1.378 1.237
C 4.192 1.980 1.305
C 5.000 -0.452 3.007
C 2.882 1.518 4.021
H 0.320 2.800 -6.471
H -0.839 3.424 -5.277
H -0.990 1.754 -5.875
H 2.431 0.005 -4.000
H 2.122 0.396 -5.716
H 0.900 -0.495 -4.766
H 2.701 2.992 -2.903
H 1.739 4.217 -3.762
H 2.918 3.231 -4.651
H 5.226 -1.160 2.199
H 4.739 -1.033 3.900
H 5.911 0.123 3.219
H 2.548 0.810 4.793
H 2.031 2.167 3.774
H 3.661 2.155 4.470
H 5.071 2.497 1.713
H 3.417 2.731 1.103
H 4.479 1.533 0.343
S 1.192 -2.268 4.260
C 0.426 -0.938 4.945
N -0.070 0.047 4.118
C -0.619 1.116 4.847
C -0.983 2.367 4.321
C -1.332 3.396 5.202
C -1.329 3.177 6.584
C -0.947 1.941 7.124
C -0.575 0.922 6.248
S 0.119 -0.650 6.627
H -0.953 2.514 3.239
H -1.601 4.378 4.809
H -1.630 3.987 7.250
H -0.934 1.761 8.197
*
```